Entry 1:
Molecular formula: C30H54N6O6
Method: DFT, ωB97M-V with the def2-TZVPD basis set

Values from the calculation:
E_LUMO ... -0.011 eV
Kohn-Sham gap ... 9.6066 eV
2S+1 ... 1
Total charge ... 0
SMILES string ... CC(C)=O.CC(C)=O.CC(C)=O.CC(C)=O.CC(C)=O.CC(C)=O.CC#N.CC#N.CC#N.CC#N.CC#N.CC#N
Largest force on an atom ... 6.25 eV Å⁻¹
Calculated total energy ... -53206.681 eV
Energy relative to the best compared isomer or geometry (same formula, charge and spin) ... 120.6 kJ/mol
Highest occupied orbital energy ... -9.618 eV

Each line ends with the Löwdin charge.
Element x y z (Å)
C (0.144, 11.245, -0.202)  -0.036
H (3.141, 8.534, -4.211)  0.087
H (7.049, 11.208, 0.494)  0.086
H (-2.020, 10.010, -7.633)  0.073
H (-5.175, 3.465, -4.506)  0.085
O (-2.282, 10.929, -0.525)  -0.014
H (-4.351, 11.888, -4.660)  0.080
C (3.954, 6.390, 2.397)  -0.076
N (6.017, 7.703, 3.337)  0.130
N (-3.758, 16.594, -3.211)  0.126
C (-2.894, 9.758, -7.034)  -0.042
H (3.393, 6.978, 1.670)  0.067
H (-2.561, 8.806, -6.620)  0.031
H (-1.906, 10.793, 2.802)  0.066
H (7.037, 9.848, 1.683)  0.067
H (0.807, 10.389, -0.325)  0.084
C (-1.463, 7.563, -3.708)  -0.219
H (-0.290, 6.333, 1.446)  0.088
O (2.192, 11.273, -2.944)  0.035
H (3.308, 6.120, 3.231)  0.079
C (6.528, 10.315, 0.839)  -0.077
C (-3.537, 14.914, -1.238)  -0.083
H (-4.040, 8.077, 1.244)  0.087
H (3.199, 11.415, 5.066)  0.080
C (-6.022, 11.570, -0.488)  -0.077
H (0.813, 12.099, -0.298)  0.090
C (-2.582, 11.447, 3.354)  -0.020
C (-2.170, 7.134, 1.901)  -0.431
C (1.152, 10.462, -4.944)  -0.019
H (5.517, 10.451, 1.224)  0.071
O (-2.394, 6.587, 3.008)  0.021
C (-1.131, 6.773, 0.909)  -0.026
N (6.293, 8.759, -1.222)  0.123
H (3.501, 9.232, -2.638)  0.072
H (-3.429, 15.374, -0.256)  0.084
H (-1.946, 12.006, -2.819)  0.071
H (4.071, 9.870, 5.369)  0.083
H (2.010, 8.301, -2.868)  0.073
C (2.005, 10.296, -3.656)  -0.466
H (-4.188, 7.698, -4.638)  0.051
C (-1.632, 13.612, 2.297)  -0.014
C (-5.313, 4.356, -5.118)  -0.022
H (0.799, 9.529, -5.383)  0.065
H (-6.393, 4.461, -5.218)  0.087
N (-1.673, 8.445, -4.451)  0.189
H (-0.112, 11.119, 0.850)  0.056
C (-3.059, 8.383, 1.609)  -0.012
H (-0.224, 12.273, -2.837)  0.079
C (-4.928, 6.992, -5.015)  -0.017
H (-3.801, 9.593, -7.616)  0.071
H (-0.826, 10.631, -2.983)  0.059
H (-5.896, 12.398, -1.185)  0.069
H (-0.980, 13.900, 3.122)  0.092
H (-0.280, 6.450, -2.323)  0.086
H (-3.333, 9.008, 2.459)  0.057
O (-4.102, 5.448, -3.474)  0.042
H (-1.617, 6.020, 0.288)  0.089
H (-5.112, 7.043, -6.088)  0.083
N (-8.265, 11.914, 0.822)  0.116
C (-0.996, 11.587, -2.488)  -0.027
H (-3.541, 10.968, 3.553)  0.081
C (-4.742, 5.587, -4.498)  -0.471
H (-2.494, 8.899, 0.833)  0.041
H (-1.858, 6.622, -1.850)  0.068
H (2.274, 10.143, 5.710)  0.083
C (-1.150, 11.348, -0.973)  -0.385
H (-1.074, 13.207, 1.453)  0.069
C (6.397, 9.430, -0.295)  -0.297
H (-6.307, 10.733, -1.126)  0.087
H (0.351, 11.177, -4.756)  0.051
H (-2.065, 11.647, 4.292)  0.080
H (-2.092, 14.496, 1.855)  0.077
C (-3.110, 10.920, -6.013)  -0.419
H (-0.762, 7.610, 0.316)  0.075
C (2.695, 9.008, -3.337)  -0.017
C (3.131, 10.328, 5.062)  -0.051
C (-1.274, 6.524, -2.765)  -0.074
H (-1.650, 5.569, -3.130)  0.083
H (-3.643, 10.357, -4.014)  0.069
H (-5.143, 11.491, 0.152)  0.072
H (-4.915, 4.099, -6.100)  0.087
C (-3.639, 15.806, -2.328)  -0.277
H (-5.884, 7.404, -4.693)  0.089
H (4.164, 5.413, 1.963)  0.082
C (5.096, 7.148, 2.929)  -0.274
N (2.605, 9.722, 2.580)  0.137
C (-4.082, 10.854, -4.879)  -0.043
C (-2.805, 12.760, 2.594)  -0.459
H (1.693, 11.069, -5.670)  0.088
C (2.830, 9.977, 3.657)  -0.279
O (-2.260, 11.860, -6.110)  -0.002
C (-7.252, 11.789, 0.207)  -0.287
H (-2.604, 14.350, -1.272)  0.076
O (-3.951, 12.996, 2.176)  0.035
H (-4.393, 14.240, -1.215)  0.074
H (-5.087, 10.517, -5.133)  0.076

Entry 2:
Molecular formula: C30H54N7OP2Pt
Method: DFT, ωB97M-V with the def2-TZVPD basis set

Values from the calculation:
E_LUMO (spin up / spin down) ... -8.024 / -12.901 eV
Kohn-Sham gap (spin up / spin down) ... 6.8049 / 5.0758 eV
2S+1 ... 5
Total charge ... +3
Largest force on an atom ... 7.76 eV Å⁻¹
Calculated total energy ... -66258.197 eV
Highest occupied orbital energy (spin up / spin down) ... -14.829 / -17.977 eV
Expectation value of S² ... 6.0520

Each line ends with the Löwdin spin population.
Element x y z (Å)
C (-1.510, 3.649, 2.585)  0.002
H (2.871, 3.657, 0.556)  0.000
H (2.015, -2.262, -3.841)  0.000
C (-3.343, 2.585, 1.235)  0.001
C (-3.566, 0.952, -2.267)  0.147
N (1.163, 0.096, 3.369)  0.002
C (-2.128, -2.294, -0.097)  0.459
H (-2.532, -4.129, 1.927)  0.002
H (-0.563, 4.203, 2.592)  0.000
C (-1.148, 0.250, 2.295)  0.120
H (4.531, -0.576, -3.372)  0.000
C (-2.050, 3.417, 1.164)  0.046
H (-4.550, -2.157, -1.282)  0.006
H (-2.743, -3.196, -0.064)  0.021
C (2.410, -0.217, -3.191)  0.002
P (-0.480, -2.352, 0.520)  0.397
H (2.296, -3.839, -1.604)  0.002
P (-0.716, 2.498, 0.190)  0.335
C (-2.729, -1.175, -0.696)  0.027
H (-1.319, -3.072, -2.349)  0.004
H (2.241, 1.999, 0.444)  0.000
C (-4.382, -0.179, -2.162)  -0.007
N (-2.039, 0.014, -0.710)  0.225
H (-1.840, -2.193, 3.289)  0.002
C (-3.976, -1.237, -1.377)  0.147
C (1.811, -3.213, -0.838)  0.010
H (-2.611, 4.680, -0.564)  0.001
C (-0.078, -4.887, -0.810)  0.031
H (2.786, -1.221, -5.049)  0.000
H (2.232, -3.487, 0.137)  0.001
H (1.745, 3.052, 1.797)  0.000
H (3.759, -1.547, -2.103)  0.000
C (2.485, 1.157, -3.848)  0.001
C (-2.426, 1.039, -1.467)  0.035
H (1.679, -3.193, 2.423)  0.001
H (3.576, 0.215, 5.447)  0.001
H (0.405, 5.237, 1.243)  0.001
H (2.170, 3.941, -1.780)  0.003
C (2.038, -1.245, -4.249)  0.002
O (-1.837, 0.317, 3.236)  0.027
H (-3.389, 5.084, 0.966)  0.005
H (1.266, -4.726, 1.604)  0.000
H (-2.251, 4.240, 3.142)  0.000
C (1.984, 3.028, 0.724)  0.006
N (0.891, 0.167, -1.065)  0.084
N (3.373, -0.250, 2.980)  0.007
H (1.325, 2.383, -1.893)  0.001
H (-3.794, 2.448, 0.244)  0.001
C (1.207, 3.436, -1.611)  0.007
H (-1.165, -5.028, -0.859)  0.001
C (-0.472, -3.438, 2.108)  0.075
H (3.152, 1.122, -4.720)  0.000
H (0.345, -5.405, -1.684)  0.008
H (0.321, -5.385, 0.078)  0.000
N (2.619, -0.030, 5.228)  0.019
H (3.134, -0.632, 0.911)  -0.001
H (4.056, 0.197, -1.847)  0.000
C (2.675, -0.350, 1.857)  0.021
H (-2.209, 3.170, -1.661)  0.007
N (1.367, -0.087, 2.059)  0.180
C (-2.440, 4.758, 0.516)  0.024
H (-3.813, 1.794, -2.905)  0.007
C (-1.581, 2.303, -1.431)  0.028
C (0.296, -3.403, -0.908)  0.100
C (-1.526, -4.552, 2.021)  0.029
H (1.059, -1.022, -4.690)  0.000
H (0.242, -3.535, -3.061)  0.001
C (0.937, -4.002, 2.356)  0.006
H (-1.362, -5.261, 1.207)  0.000
N (2.411, 0.135, 3.869)  0.022
C (-0.234, -2.935, -2.269)  0.012
H (2.903, 1.893, -3.151)  0.000
H (-5.319, -0.222, -2.710)  -0.003
H (-4.065, 3.144, 1.851)  0.000
C (-0.829, -2.611, 3.347)  0.005
H (1.929, 0.505, 5.741)  0.001
Pt (-0.260, 0.125, 0.636)  1.136
C (0.649, 5.055, 0.190)  0.024
H (-0.010, -1.880, -2.461)  0.001
C (3.767, -0.562, -2.585)  0.000
H (0.926, -4.520, 3.328)  0.003
H (1.495, 1.484, -4.192)  0.000
H (-0.094, 5.532, -0.460)  0.000
H (0.473, 3.910, -2.277)  0.000
H (-1.711, 5.550, 0.704)  0.000
H (-0.108, -1.810, 3.533)  0.001
C (1.349, -0.211, -2.082)  0.041
H (1.610, 5.554, -0.006)  0.007
H (-0.836, 2.254, -2.236)  -0.001
H (-1.359, 2.704, 3.120)  0.001
H (2.077, -2.170, -1.033)  0.001
H (-0.801, -3.287, 4.218)  0.000
C (0.826, 3.567, -0.132)  0.068
H (-1.483, -5.124, 2.960)  0.007
H (-3.200, 1.608, 1.702)  0.001

Entry 3:
Molecular formula: C30H55ClP2RuSi2
Method: DFT, ωB97M-V with the def2-TZVPD basis set

Values from the calculation:
E_LUMO (spin up / spin down) ... -0.134 / -1.846 eV
Kohn-Sham gap (spin up / spin down) ... 3.9512 / 5.4720 eV
2S+1 ... 5
Total charge ... 0
Largest force on an atom ... 2.90 eV Å⁻¹
Calculated total energy ... -81436.603 eV
Highest occupied orbital energy (spin up / spin down) ... -4.085 / -7.318 eV
Expectation value of S² ... 6.0322

Each line ends with the Löwdin spin population.
Element x y z (Å)
H (0.299, -2.686, -3.343)  0.000
C (2.055, 4.095, -1.025)  0.000
H (-0.738, -5.019, 0.721)  0.007
H (-1.373, -2.222, 4.416)  0.000
P (0.353, -3.097, -0.331)  0.076
C (1.819, -0.784, 1.807)  0.114
C (-0.707, 5.249, -2.187)  0.000
C (-0.875, 3.791, -1.767)  0.000
H (-1.569, -5.185, -2.867)  0.001
H (3.236, 3.042, 0.496)  0.000
H (2.230, 0.251, -0.984)  0.020
H (-3.225, -4.549, 2.975)  0.001
H (2.060, 4.150, -2.128)  0.001
C (-0.763, 2.750, 3.715)  0.001
H (0.230, 5.406, -2.739)  0.000
C (2.294, -5.142, -0.435)  0.001
H (-3.105, 4.066, 0.749)  0.000
H (-1.766, 3.272, -3.664)  0.000
H (-0.891, -1.554, -2.648)  0.005
C (-3.130, -3.911, 2.086)  0.009
H (-0.926, -0.132, 3.179)  0.005
H (2.077, 5.478, 0.662)  0.000
H (-3.922, -3.152, 2.113)  0.000
H (-1.619, 2.536, 4.369)  0.000
H (0.265, -2.674, 3.881)  0.001
C (3.269, 3.268, -0.579)  0.000
H (3.284, -2.573, 0.259)  0.001
C (-1.002, 2.869, -2.987)  0.000
H (3.331, 2.332, -1.145)  -0.001
C (-1.610, -1.360, 1.426)  0.060
H (-0.746, 5.943, -1.339)  0.000
H (3.970, -2.387, 3.911)  0.000
H (1.700, 1.342, 1.513)  0.007
Si (-1.455, -3.080, 2.109)  0.030
H (-2.427, -1.549, -0.676)  0.007
H (2.993, -1.859, -1.342)  0.003
H (-3.262, -4.530, 1.190)  0.001
Cl (2.306, 1.207, -3.407)  0.319
H (1.323, 6.159, -0.799)  0.000
H (-1.850, -3.359, -1.239)  0.000
H (-0.909, -3.942, 4.334)  0.000
C (-0.781, -5.005, -2.124)  0.002
H (0.180, -5.240, -2.598)  0.000
H (1.776, -3.850, -2.082)  0.000
C (-0.793, -2.962, 3.851)  0.002
H (-0.347, 3.728, 3.994)  0.000
C (3.234, 0.808, 2.959)  -0.002
H (2.519, -5.091, 0.639)  0.000
H (4.666, -0.027, 4.350)  0.002
H (0.865, 3.868, 1.640)  0.000
C (-2.977, 3.625, 1.746)  0.001
P (0.486, 3.150, -0.636)  0.002
H (3.076, 5.952, -0.724)  0.000
C (2.118, 5.502, -0.433)  0.000
C (3.868, -0.242, 3.634)  0.038
H (-1.533, 5.514, -2.860)  0.000
H (2.132, -2.864, 2.284)  0.007
C (-1.949, 0.523, 0.070)  0.242
H (-0.051, 2.791, -3.532)  0.001
H (-2.257, 1.150, -0.761)  0.013
Ru (0.202, -1.033, 0.538)  2.235
H (0.606, -4.391, 1.706)  0.000
C (3.132, -2.802, -0.803)  0.006
H (-0.417, 4.831, 0.864)  0.000
C (-1.225, -0.151, 2.133)  0.116
C (-1.990, -0.905, 0.082)  0.071
H (-0.948, -5.705, -1.297)  0.000
C (-1.485, 1.007, 1.320)  0.034
H (4.184, 3.843, -0.776)  0.000
H (0.004, 1.982, 3.875)  0.000
C (-0.704, -2.605, -2.901)  0.008
C (-0.025, 3.805, 0.989)  0.000
H (1.216, -0.785, -2.177)  0.026
C (-0.240, -4.099, 1.066)  0.036
C (-0.862, -3.534, -1.696)  0.017
C (3.480, -1.561, 3.390)  0.002
H (0.525, 0.824, -1.523)  0.023
H (-1.791, 3.700, -1.155)  0.000
Si (-1.324, 2.786, 1.933)  -0.001
H (-3.777, 2.891, 1.910)  0.001
H (-1.307, 1.854, -2.702)  0.000
H (-3.070, 4.419, 2.499)  0.000
C (1.955, -3.757, -0.997)  0.008
H (3.526, 1.845, 3.144)  -0.001
H (4.043, -3.283, -1.183)  0.000
H (1.497, -5.879, -0.590)  0.000
H (-1.432, -2.898, -3.671)  0.000
C (2.209, 0.535, 2.042)  0.052
C (1.398, 0.179, -1.689)  0.327
H (3.193, -5.513, -0.946)  0.001
C (2.452, -1.838, 2.473)  0.062

Question: Look up the calculated total energy of the third one.
Answer: -81436.603 eV

Question: Which of these has the lowest 2S+1?
Answer: C30H54N6O6